49
Properties=species:S:1:pos:R:3:forces:R:3 method="wB97M-V/def2-TZVPD" charge=-1 orbital_gap_ev=3.737 lumo_ha=-0.0023 largest_force_ev_per_a=4.25
H -3.7359 0.4556 0.7001 -0.11 0.13 -0.04
C -3.1791 2.0537 4.1996 -0.17 0.22 -0.12
H -4.2195 2.8918 1.0373 0.34 -0.27 0.46
C -3.6235 2.8435 3.1348 -0.30 0.04 -0.02
C -0.0206 2.8539 1.2578 0.09 0.54 -0.28
F 3.4096 -1.1699 0.4485 -1.13 -0.74 1.25
H 1.6348 4.1761 0.6823 -0.07 -0.44 0.05
C 0.3549 1.5904 3.2846 0.23 0.46 0.59
S -2.6455 -1.5268 2.6356 0.56 0.28 -1.46
F 2.4681 -1.3019 2.4915 0.28 -0.80 -1.16
C -0.4008 1.8600 2.1440 -1.09 -0.06 0.39
C 3.9356 1.9254 -0.5355 0.27 0.16 0.11
H -0.0331 0.9852 4.1165 0.06 0.11 -0.60
H -1.2381 -4.0129 -2.0667 -0.13 -0.31 0.24
S 3.9343 2.8304 2.0460 1.10 -1.42 -2.54
H -0.7406 3.2087 0.5028 0.48 -0.28 0.30
O -1.6018 -1.7521 3.6786 0.04 -0.67 0.96
C 1.6235 2.1677 3.4091 -0.39 -0.90 -0.49
H -3.1078 -2.2573 -1.5882 0.12 -0.02 -0.12
O -1.7772 0.1797 -0.4312 0.78 -1.40 -0.23
H -3.0746 2.4710 5.2048 0.08 0.02 -0.42
C 2.1260 2.8414 2.2980 0.88 0.61 0.11
C 1.2656 3.3952 1.3524 -0.07 -0.48 -0.34
N 4.3350 1.8102 0.8577 -1.90 0.08 2.38
H -0.4089 -1.9173 1.6543 0.47 0.36 -0.32
C -3.8281 2.2806 1.8647 -0.37 -0.02 0.19
C -1.4946 -3.1986 -2.7254 -0.19 0.06 -0.42
C -1.2046 -0.8540 -0.1301 -1.37 0.21 0.14
H 3.0605 2.5599 -0.8631 0.91 0.04 0.61
H -1.3709 1.3699 1.9736 0.72 0.36 0.26
O 4.4298 2.2833 3.3038 -0.03 0.57 -0.41
S 1.0555 -0.3633 0.5574 3.27 2.49 -0.80
H 2.2620 2.0170 4.2809 -0.10 -0.20 -0.43
H 3.6545 0.9288 -0.9405 0.27 0.20 0.25
C -0.3048 -1.0195 1.0352 -3.46 -2.46 -0.18
C -3.1306 0.1364 2.7480 -0.14 1.04 0.30
H -0.5846 -2.8761 -3.2003 0.40 0.14 -0.25
O 4.3235 4.1713 1.6308 -0.45 0.62 0.74
H -2.0849 -1.1131 -2.4892 0.04 -0.05 0.04
C -2.8955 0.7103 4.0041 -0.50 0.66 -0.54
H -2.4981 0.1153 4.8042 0.08 -0.25 0.14
C 2.2885 -1.4975 1.1674 1.50 0.66 0.32
H -2.1751 -3.5341 -3.4756 -0.43 -0.41 -0.67
O -1.2063 -2.0213 -0.8257 -0.53 1.59 0.80
H 4.8885 2.2113 -1.0179 -0.74 0.22 -0.70
H -3.8703 3.8972 3.3014 0.22 -0.38 -0.08
C -2.0946 -2.0654 -1.9592 0.21 -0.24 0.49
C -3.6060 0.9240 1.6634 0.03 -0.52 1.03
F 1.9906 -2.7823 0.9096 0.21 0.44 0.48